Run P
Molecular formula: C5H13NO
Method: DFT, wB97M-V/def2-TZVPD

Each line ends with the Löwdin charge.
Positions of all 20 atoms, in Å:
1 H -1.47323 0.75915 1.75201  0.125
2 H -3.76429 -0.12726 0.85839  0.104
3 H 0.41670 -0.71503 1.37720  0.081
4 C -2.76830 -0.18369 0.25239  -0.121
5 N 1.23310 0.09600 -1.27424  -0.136
6 H -2.62133 0.79302 -0.31147  0.079
7 O 2.07427 2.35935 1.50864  -0.057
8 H 1.41454 1.73507 1.28867  -0.034
9 H -1.79261 -1.03009 1.96072  0.089
10 H 3.00291 -0.78993 -1.88452  0.087
11 H 2.10358 -1.72906 -0.74844  0.069
12 C -0.27004 -0.38787 0.68093  -0.117
13 C -1.62363 -0.23912 1.27171  -0.288
14 H 2.89373 1.80983 1.47459  0.059
15 C 1.96696 -1.03731 -1.56923  -0.184
16 H -2.65040 -0.97683 -0.47364  0.065
17 H 1.41145 -1.64757 -2.35657  0.095
18 C -0.02272 0.12407 -0.55544  -0.120
19 H 1.24803 0.77308 -2.07309  0.137
20 H -0.77871 0.41419 -1.17861  0.067

Summary:
Highest occupied orbital energy (eV): -8.029
Orbital gap (eV): 8.943
SMILES string: CC/C=C/NC.O

=====

Run Q
Molecular formula: C5H13NO
Method: DFT, wB97M-V/def2-TZVPD

Each line ends with the Löwdin charge.
Positions of all 20 atoms, in Å:
1 H 0.13506 1.51843 -2.22627  0.107
2 C 1.15317 -0.31830 0.98042  -0.326
3 C -0.05011 1.06328 -1.23430  -0.209
4 H 0.76195 -2.05732 0.05461  0.116
5 C 0.54909 -0.37851 -1.27866  -0.207
6 H -3.57575 -3.31294 0.23245  0.045
7 C 0.50716 0.99742 1.22148  -0.194
8 H 0.99541 -0.91940 1.89653  0.123
9 H 0.05167 -0.94379 -2.09013  0.109
10 C 0.51518 1.90851 -0.07934  -0.193
11 O -3.64283 -2.38626 0.55649  -0.092
12 H 1.54400 2.14902 -0.40970  0.106
13 H -2.72729 -2.03237 0.48718  0.032
14 H 2.24492 -0.21047 0.83249  0.124
15 N 0.43527 -1.08271 0.04041  -0.090
16 H -1.14612 1.00409 -1.09045  0.109
17 H 1.63104 -0.33987 -1.50967  0.108
18 H -0.03978 2.86178 0.01417  0.106
19 H 1.16216 1.53510 1.93374  0.107
20 H -0.50417 0.94431 1.66852  0.119

Summary:
Highest occupied orbital energy (eV): -9.033
Orbital gap (eV): 9.902
SMILES string: C1CCNCC1.O

=====

Run R
Molecular formula: C5H13NO
Method: DFT, wB97M-V/def2-TZVPD

Each line ends with the Löwdin charge.
Positions of all 20 atoms, in Å:
1 C 2.21580 0.84327 -0.88133  0.106
2 H -2.84479 0.28717 1.18644  0.072
3 C -1.18412 -0.10417 -0.13492  -0.428
4 H -1.55629 -1.06363 -0.54258  0.142
5 C 0.85434 -1.40210 0.73590  -0.041
6 H 1.77090 1.77742 -1.21562  0.081
7 H 1.93109 -1.51093 0.61764  0.074
8 O 0.84285 -0.28405 -1.43445  -0.126
9 H -1.61551 -0.74641 1.90224  0.068
10 H -2.51536 1.05136 -1.18489  0.070
11 H -1.02749 0.92137 -1.87239  0.064
12 H -1.32335 0.99736 1.71918  0.081
13 H 0.62847 -1.24942 1.79154  0.075
14 H 0.38551 -2.32938 0.39976  0.084
15 H 2.84696 0.32734 -1.59423  0.063
16 C -1.77025 0.11716 1.25720  -0.064
17 H 0.80907 0.70580 0.31204  0.116
18 N -1.52081 1.03102 -0.99168  0.037
19 C 0.34156 -0.26110 -0.14560  -0.553
20 H 2.73141 0.89193 0.07576  0.079

Summary:
Highest occupied orbital energy (eV): -8.988
Orbital gap (eV): 9.397

=====

Run S
Molecular formula: C5H13NO
Method: DFT, wB97M-V/def2-TZVPD

Each line ends with the Löwdin charge.
Positions of all 20 atoms, in Å:
1 H 1.37102 -1.64421 1.40773  0.101
2 H -1.63764 -0.22143 2.15740  0.071
3 H 0.74290 2.24442 0.68070  0.112
4 H -1.39434 1.44608 1.62525  0.073
5 C 0.39869 0.24306 1.43510  -0.400
6 H -1.50473 0.20447 0.40970  0.054
7 H -2.10161 -0.25106 -3.00184  0.027
8 H 2.31910 -0.95439 -0.53668  0.107
9 C 0.98482 0.58264 -0.87625  -0.179
10 H -0.07294 0.65924 -1.17519  0.085
11 O -2.64439 -0.40416 -2.23668  -0.034
12 H -2.12618 -0.99648 -1.72248  0.004
13 H 0.74844 -1.61452 -1.20895  0.094
14 C -1.14251 0.40159 1.41727  -0.051
15 H 1.57564 1.12152 -1.60970  0.106
16 H 2.13630 1.16141 0.78852  0.115
17 C 1.07989 1.23144 0.47922  -0.186
18 H 0.77497 0.41369 2.44303  0.133
19 C 1.22032 -0.92924 -0.51776  -0.186
20 N 0.75412 -1.05218 0.87625  -0.046

Summary:
Highest occupied orbital energy (eV): -8.566
Orbital gap (eV): 9.436
SMILES string: C[C@@H]1CCCN1.O

=====

Relative energy table, unit kcal/mol: run P 33.2; run Q 0.0; run R 63.0; run S 2.3

=====

Run P
Molecular formula: C4H5NS
Method: DFT, wB97M-V/def2-TZVPD

Each line ends with the Löwdin charge.
Positions of all 11 atoms, in Å:
1 H -1.51447 -0.70190 -1.26548  0.037
2 S -4.63170 0.59539 0.05881  0.629
3 H 1.64575 0.63668 1.29572  0.117
4 N -2.50132 -0.61412 -1.21187  0.140
5 H 1.51632 0.86308 -0.37506  0.033
6 C -0.03778 -1.68884 0.65240  0.100
7 C 0.20901 -0.51541 0.46024  -0.206
8 H 0.33096 1.62228 0.57019  0.069
9 H -0.19979 -2.68033 0.99840  0.031
10 C -3.33474 0.07164 -0.71234  -0.855
11 C 0.92071 0.74785 0.42735  -0.096

Summary:
Highest occupied orbital energy (eV): -9.246
Orbital gap (eV): 9.990
SMILES string: N=C=S.C#CC

=====

Run Q
Molecular formula: C4H5NS
Method: DFT, wB97M-V/def2-TZVPD

Each line ends with the Löwdin charge.
Positions of all 11 atoms, in Å:
1 C -0.31847 -0.09186 0.62954  -0.285
2 H -1.02778 -0.21174 1.46097  0.139
3 H -1.33838 1.77771 -0.08399  0.103
4 S 0.73977 -0.85753 -1.65239  0.878
5 C 1.00017 -0.68689 0.82129  -0.250
6 C -0.67762 -0.20629 -0.81216  -0.543
7 C -0.45934 1.16542 -0.23941  -0.105
8 H 1.46131 -0.91894 1.78519  0.114
9 N 1.71834 -0.99411 -0.20837  -0.250
10 H -1.59766 -0.58914 -1.20609  0.094
11 H 0.49965 1.61337 -0.49457  0.105

Summary:
Highest occupied orbital energy (eV): -8.394
Orbital gap (eV): 9.336
SMILES string: C1=NS[C@@H]2C[C@H]12

=====

Relative energy table, unit kcal/mol: run P 26.7; run Q 0.0

=====

Run P
Molecular formula: C4H5NS
Method: DFT, wB97M-V/def2-TZVPD

Each line ends with the Löwdin charge.
Positions of all 11 atoms, in Å:
1 C 0.79432 0.53481 0.47449  -0.564
2 H 0.78746 0.23734 1.46886  0.092
3 H -1.24757 -1.69691 -0.00961  0.080
4 C 2.18799 0.34248 0.06956  -0.229
5 S -0.23429 1.89090 -0.11986  0.911
6 C -0.23529 0.14493 -0.51469  -0.613
7 H -2.31437 -0.52949 -0.67792  0.069
8 H -1.79439 -0.30131 1.03045  0.100
9 N 3.26932 0.20012 -0.28104  0.154
10 C -1.45775 -0.61251 -0.00875  -0.121
11 H 0.24457 -0.21035 -1.43150  0.122

Summary:
Highest occupied orbital energy (eV): -9.696
Orbital gap (eV): 10.274
SMILES string: C[C@H]1S[C@@H]1C#N

=====

Run Q
Molecular formula: C4H5NS
Method: DFT, wB97M-V/def2-TZVPD

Each line ends with the Löwdin charge.
Positions of all 11 atoms, in Å:
1 N -2.73411 -1.10240 -0.22449  0.042
2 H 0.94806 0.31530 1.50891  0.088
3 C 0.55296 0.11337 0.47808  -0.484
4 S 1.41802 -1.35479 -0.13385  0.711
5 H -2.26778 0.71992 -0.89514  0.109
6 C -1.49936 -1.49051 -0.16500  -0.063
7 H -1.28675 -0.66258 1.60572  0.121
8 H 0.68322 0.83434 -0.26887  0.044
9 C -2.19209 0.12338 -0.00135  -0.103
10 C -0.93535 -0.34774 0.65480  -0.323
11 H 0.92401 -1.12515 -1.32605  -0.142

Summary:
Highest occupied orbital energy (alpha / beta) (eV): -8.614 / -8.613
Orbital gap (alpha / beta) (eV): 8.807 / 8.806
SMILES string: SC[C@@H]1C2=N[C@H]21

=====

Run R
Molecular formula: C4H5NS
Method: DFT, wB97M-V/def2-TZVPD

Each line ends with the Löwdin charge.
Positions of all 11 atoms, in Å:
1 H 0.45392 2.11636 -0.12167  0.106
2 S 2.49107 -0.00127 -0.18555  0.814
3 H 2.74563 -0.00614 1.14830  -0.125
4 C 0.00054 -1.12830 -0.11439  -0.160
5 H -2.14422 -1.37140 -0.08255  0.083
6 H -2.17444 1.34746 -0.06167  0.087
7 C 0.00033 1.12816 -0.12369  -0.164
8 N 0.80144 -0.00074 -0.12641  -0.543
9 C -1.30993 0.71721 -0.09718  -0.095
10 H 0.44287 -2.08206 -0.13436  0.090
11 C -1.30721 -0.71927 -0.10083  -0.093

Summary:
Highest occupied orbital energy (eV): -8.598
Orbital gap (eV): 9.326
SMILES string: Sn1cccc1

=====

Relative energy table, unit kcal/mol: run P 8.6; run Q 100.9; run R 0.0

=====

Run P
Molecular formula: C2H9N4
Method: DFT, wB97M-V/def2-TZVPD

Each line ends with the Löwdin charge.
Positions of all 15 atoms, in Å:
1 C -2.36033 0.60231 1.89544  -0.048
2 C 1.16327 -1.08325 -0.14465  -0.136
3 H -2.01183 1.25701 1.10638  -0.004
4 H -1.86916 -0.36037 1.82337  -0.004
5 H 1.48568 0.88204 -2.62640  0.170
6 N -0.37437 0.19627 -1.18448  0.244
7 H 2.15715 -1.14746 -1.95049  0.155
8 H 1.37685 -0.65656 0.84584  0.151
9 N 1.98328 -0.49310 -1.18943  -0.013
10 H 1.26610 -2.16816 -0.08321  0.150
11 H -3.42876 0.46835 1.80158  0.024
12 H 1.55350 1.47357 -1.04275  0.165
13 N 1.37310 0.65816 -1.63725  0.074
14 H -2.14767 1.04718 2.85874  0.022
15 N -0.16682 -0.67598 -0.47269  0.052

Summary:
Highest occupied orbital energy (eV): -15.655
Charge: +1
Orbital gap (eV): 11.169

=====

Run Q
Molecular formula: C2H9N4
Method: DFT, wB97M-V/def2-TZVPD

Each line ends with the Löwdin charge.
Positions of all 15 atoms, in Å:
1 N 1.91958 0.51028 -0.59401  0.117
2 H 2.30260 0.52437 0.46025  0.168
3 H 1.86500 1.45783 -0.95479  0.093
4 C 0.61148 -0.00252 -0.40440  -0.586
5 C -0.50152 0.27500 -1.29938  0.045
6 H -1.71882 1.16019 1.64549  0.183
7 H -2.22967 -0.06356 0.57110  0.208
8 N 0.48677 -1.17088 0.35969  0.085
9 H 0.76782 -1.99654 -0.22894  0.166
10 H 1.06915 -1.29140 1.13216  0.086
11 N -0.50816 1.10315 0.13769  0.005
12 H -0.24668 1.00413 -2.01841  0.100
13 H -0.72241 -0.41911 1.31507  0.130
14 H -1.37269 -0.31633 -1.51971  0.118
15 N -1.35189 0.39971 1.04072  0.082

Summary:
Highest occupied orbital energy (eV): -14.151
Charge: +1
Orbital gap (eV): 10.816
SMILES string: NC1(N)CN1[NH3+]

=====

Relative energy table, unit kcal/mol: run P 6.6; run Q 0.0

=====

Run P
Molecular formula: CH2Br2O2S
Method: DFT, wB97M-V/def2-TZVPD

Each line ends with the Löwdin charge.
Positions of all 8 atoms, in Å:
1 H 1.11524 3.39618 -1.30465  0.070
2 O 3.74638 0.10344 -2.23861  -0.461
3 Br -0.46243 1.59164 -0.31800  0.677
4 H 1.39580 3.17002 0.48936  0.065
5 Br 3.91858 -0.43463 0.80746  0.215
6 O 2.47520 1.97876 -0.79182  -0.608
7 C 1.08218 2.70392 -0.45161  -0.560
8 S 3.81627 0.88907 -1.05322  0.601

Summary:
Highest occupied orbital energy (eV): -10.018
Orbital gap (eV): 9.393

=====

Run Q
Molecular formula: CH2Br2O2S
Method: DFT, wB97M-V/def2-TZVPD

Each line ends with the Löwdin charge.
Positions of all 8 atoms, in Å:
1 O 0.31981 -0.16247 -0.36617  -0.650
2 H -1.16398 -1.53677 -0.86703  0.096
3 C -1.23330 -0.43744 -0.58793  -0.559
4 Br -2.39998 0.07609 0.86656  0.612
5 S 2.08489 0.33198 0.04181  0.608
6 O 2.53742 -0.63475 0.95928  -0.475
7 Br 1.43538 2.04097 1.23925  0.343
8 H -1.58024 0.32239 -1.28578  0.024

Summary:
Highest occupied orbital energy (eV): -10.167
Orbital gap (eV): 9.195

=====

Relative energy table, unit kcal/mol: run P 0.0; run Q 13.7

=====

Run P
Molecular formula: C3H3N3O7
Method: DFT, wB97M-V/def2-TZVPD

Each line ends with the Löwdin charge.
Positions of all 16 atoms, in Å:
1 O -0.07587 -2.67537 0.86087  0.223
2 O -2.29535 0.24268 1.27678  0.120
3 C -0.39060 -0.04620 -0.00252  -0.021
4 C 0.78403 0.57043 0.81277  -0.392
5 N -0.97322 -2.10012 0.45014  -0.218
6 N -0.34593 -0.23246 -1.40567  -0.356
7 C 1.94719 0.89831 -0.00746  0.001
8 H 2.55327 0.05023 -0.31782  0.108
9 O -2.08873 -2.23803 0.14447  0.208
10 H 1.51428 1.60595 -0.60267  0.078
11 O 0.63541 -0.76131 -1.88061  0.096
12 O -1.40035 -0.06285 -2.04276  0.096
13 O -1.71170 1.79578 -0.14844  0.144
14 H 2.81458 1.32709 0.49357  0.104
15 O 0.64614 0.87026 1.95001  0.168
16 N -1.61313 0.75560 0.41933  -0.362

Summary:
Highest occupied orbital energy (eV): -10.808
Orbital gap (eV): 8.058

=====

Run Q
Molecular formula: C3H3N3O7
Method: DFT, wB97M-V/def2-TZVPD

Each line ends with the Löwdin charge.
Positions of all 16 atoms, in Å:
1 H 0.13336 1.84714 1.27979  0.117
2 N 2.09554 0.37976 -1.50633  -0.334
3 O 1.27665 -0.70824 1.83508  0.126
4 O 4.28217 1.26203 -0.14877  0.162
5 C 2.14229 -0.19037 -0.18081  -0.051
6 O 1.92531 1.57978 -1.62498  0.115
7 H -0.42202 1.21411 -0.30596  0.112
8 C -0.09857 0.87939 0.75158  0.012
9 O 3.28101 1.55314 1.76367  0.227
10 C 1.05475 -0.08496 0.82022  -0.410
11 O 2.15992 -0.47292 -2.37811  0.137
12 O 4.06497 -1.43066 0.12344  0.105
13 H -0.85914 0.23261 1.15106  0.085
14 O 2.16740 -2.44355 -0.32474  0.168
15 N 2.85231 -1.50715 -0.09860  -0.341
16 N 3.53720 1.11412 0.74165  -0.228

Summary:
Highest occupied orbital energy (eV): -10.672
Orbital gap (eV): 8.172

=====

Relative energy table, unit kcal/mol: run P 13.2; run Q 0.0